[1]
Below is a molecular structure, C20H45CrN5O13P3S at a distorted geometry, with properties calculated with ωB97M-V/def2-TZVPD.

Calculated values
F_max: 0.02651 Eh/bohr
Charge: -1
2S+1: 5
Molar mass: 740.59 g/mol
HOMO energy (spin up / spin down): -5.47 / -5.47 eV

Geometry (Å):
1 Cr -0.541 -0.101 -0.038
2 N -0.995 2.113 0.050
3 C -0.784 2.940 -1.150
4 C -1.347 2.213 -2.368
5 N -0.461 1.134 -2.794
6 C 0.380 1.497 -3.940
7 C 1.826 1.901 -3.631
8 N 2.559 0.834 -2.955
9 H -1.975 2.163 0.313
10 H -0.435 2.441 0.824
11 H 0.284 3.108 -1.276
12 H -1.283 3.909 -1.033
13 H -1.502 2.925 -3.189
14 H -2.318 1.804 -2.088
15 H -0.991 0.297 -3.001
16 H -0.079 2.335 -4.482
17 H 0.417 0.650 -4.625
18 H 1.840 2.833 -3.055
19 H 2.311 2.096 -4.591
20 H 2.404 0.930 -1.958
21 H 3.551 0.957 -3.101
22 N -3.551 -2.803 0.175
23 C -3.747 -1.635 1.116
24 C -5.005 -1.768 1.945
25 P -2.149 -1.426 2.040
26 O -2.461 -2.209 3.430
27 O -1.903 0.016 2.344
28 O -1.154 -2.200 1.227
29 P -3.816 -0.192 -0.075
30 O -3.881 1.082 0.900
31 O -5.020 -0.342 -0.904
32 O -2.461 -0.278 -0.763
33 H -3.957 -3.670 0.519
34 H -2.517 -2.912 0.092
35 H -3.936 -2.587 -0.752
36 H -4.959 -2.629 2.613
37 H -5.875 -1.834 1.288
38 H -5.118 -0.871 2.554
39 H -1.889 -1.854 4.128
40 H -3.170 0.948 1.581
41 C 1.503 1.881 4.650
42 C 0.909 2.510 3.391
43 C 1.762 3.690 2.927
44 C -0.522 2.977 3.671
45 O 0.803 1.477 2.384
46 P 1.879 1.085 1.258
47 O 2.105 2.167 0.269
48 O 1.379 -0.237 0.702
49 O 3.156 0.809 2.212
50 C 4.531 0.786 1.756
51 C 5.299 0.081 2.868
52 C 5.046 2.216 1.577
53 C 4.670 0.004 0.451
54 H 1.662 2.641 5.416
55 H 2.451 1.405 4.405
56 H 0.820 1.122 5.035
57 H 1.667 4.511 3.638
58 H 1.440 4.031 1.943
59 H 2.810 3.400 2.850
60 H -0.568 3.481 4.636
61 H -1.181 2.111 3.677
62 H -0.864 3.674 2.902
63 H 5.140 0.592 3.819
64 H 6.365 0.081 2.639
65 H 4.953 -0.949 2.965
66 H 5.028 2.745 2.532
67 H 4.399 2.735 0.873
68 H 6.068 2.209 1.196
69 H 4.139 -0.945 0.525
70 H 5.721 -0.184 0.234
71 H 4.233 0.584 -0.362
72 N 0.282 -2.013 -1.171
73 C -0.464 -2.841 -2.043
74 C -1.212 -3.904 -1.547
75 C -1.999 -4.670 -2.400
76 C -2.028 -4.394 -3.752
77 C -1.243 -3.370 -4.264
78 C -0.465 -2.597 -3.417
79 S -3.057 -5.359 -4.880
80 O -3.995 -4.378 -5.408
81 O -2.112 -5.872 -5.863
82 O -3.662 -6.376 -4.027
83 H 0.580 -2.485 -0.327
84 H 1.058 -1.554 -1.642
85 H -1.122 -4.166 -0.496
86 H -2.585 -5.510 -2.046
87 H -1.243 -3.210 -5.335
88 H 0.171 -1.806 -3.795

***

[2]
Below is a single C5H4O2 molecule at a distorted geometry, with properties calculated with ωB97M-V/def2-TZVPD.

Calculated values
F_max: 0.06001 Eh/bohr
SMILES: O=C=C/C=C\C=O
Molar mass: 96.08 g/mol
HOMO energy: -8.40 eV

Geometry (Å):
1 O 0.974 -0.333 2.596
2 C 0.289 0.155 1.790
3 O 1.399 -1.296 -0.359
4 C 1.132 -0.364 -1.085
5 C -0.312 -0.470 -1.264
6 C -1.020 0.173 -0.326
7 C -0.512 0.773 0.928
8 H 1.741 0.575 -1.111
9 H -0.711 -1.225 -1.938
10 H -2.073 0.294 -0.521
11 H -0.907 1.719 1.290

***

[3]
Below is a single C17H23NO3S molecule, with properties calculated with ωB97M-V/def2-TZVPD.

Calculated values
F_max: 0.01550 Eh/bohr
SMILES: O=C(CSc1ccccc1C(=O)O)NC1CCCCCCC1
Molar mass: 321.44 g/mol
HOMO energy: -8.63 eV

Geometry (Å):
1 O 1.967 0.286 2.862
2 C 2.191 0.365 1.674
3 N 1.560 -0.346 0.727
4 H 1.788 -0.163 -0.240
5 C 0.398 -1.183 0.975
6 C -0.833 -0.509 0.350
7 H -1.733 -0.882 0.833
8 C -0.964 -0.662 -1.171
9 H 0.004 -0.891 -1.619
10 C -1.992 -1.706 -1.616
11 H -2.118 -1.601 -2.697
12 H -2.953 -1.464 -1.156
13 C -1.668 -3.174 -1.327
14 H -2.426 -3.768 -1.843
15 C -1.682 -3.555 0.159
16 C -0.301 -3.675 0.813
17 H -0.432 -3.712 1.897
18 H 0.138 -4.629 0.507
19 C 0.720 -2.592 0.473
20 H 0.880 -2.564 -0.605
21 H 1.671 -2.881 0.930
22 H -2.166 -4.529 0.270
23 H -2.297 -2.844 0.708
24 H -0.708 -3.439 -1.773
25 H -1.282 0.295 -1.590
26 H -0.766 0.553 0.602
27 H 0.276 -1.202 2.063
28 C 3.271 1.294 1.123
29 H 4.129 0.709 0.791
30 H 3.603 1.988 1.895
31 S 2.727 2.185 -0.376
32 C 1.140 2.789 0.111
33 C 0.850 3.039 1.448
34 C -0.412 3.450 1.831
35 C -1.415 3.623 0.888
36 C -1.132 3.402 -0.443
37 C 0.139 2.998 -0.850
38 C 0.340 2.802 -2.298
39 O -0.554 2.632 -3.092
40 O 1.626 2.844 -2.672
41 H 1.705 2.705 -3.629
42 H -1.884 3.535 -1.206
43 H -2.402 3.933 1.192
44 H -0.610 3.634 2.876
45 H 1.606 2.912 2.205

***

[4]
Below is a molecular structure, C23H23HfN6O7S, with properties calculated with ωB97M-V/def2-TZVPD.

Calculated values
F_max: 0.01608 Eh/bohr
Charge: +1
Molar mass: 706.03 g/mol
HOMO energy: -11.33 eV

Geometry (Å):
1 Hf 0.111 -1.393 -0.177
2 N -0.121 0.701 3.691
3 C 0.394 0.103 2.602
4 S 0.184 -1.624 2.403
5 N 1.045 0.914 1.791
6 N 1.453 0.248 0.662
7 C 2.401 0.763 -0.037
8 C 3.025 2.074 0.253
9 C 2.235 3.219 0.188
10 C 2.797 4.461 0.426
11 C 4.142 4.558 0.761
12 C 4.926 3.417 0.852
13 C 4.371 2.172 0.587
14 C 2.882 -0.099 -1.162
15 C 3.982 0.209 -1.934
16 C 4.430 -0.731 -2.860
17 C 3.779 -1.940 -2.975
18 C 2.652 -2.157 -2.192
19 N 2.194 -1.247 -1.339
20 H -0.457 0.145 4.457
21 H 0.153 1.655 3.866
22 H 1.178 3.128 -0.031
23 H 2.183 5.349 0.366
24 H 4.577 5.529 0.960
25 H 5.968 3.493 1.132
26 H 4.978 1.280 0.674
27 H 4.486 1.154 -1.806
28 H 5.296 -0.510 -3.470
29 H 4.116 -2.710 -3.653
30 H 2.111 -3.092 -2.247
31 N -0.737 -2.324 -2.204
32 C -0.962 -3.767 -1.923
33 C 0.172 -4.278 -1.048
34 O 0.639 -5.372 -1.142
35 O 0.614 -3.332 -0.196
36 H -1.593 -1.909 -2.556
37 H -0.047 -2.227 -2.945
38 H -1.010 -4.389 -2.815
39 H -1.892 -3.860 -1.364
40 O -2.061 -1.879 0.204
41 C -2.264 -0.667 0.517
42 O -1.357 0.172 0.170
43 C -3.450 -0.216 1.254
44 C -3.542 1.107 1.678
45 C -4.656 1.527 2.388
46 C -5.674 0.627 2.671
47 C -5.549 -0.677 2.231
48 C -4.458 -1.133 1.529
49 N -6.649 -1.635 2.531
50 O -6.560 -2.744 2.048
51 O -7.539 -1.248 3.255
52 H -2.737 1.793 1.454
53 H -4.738 2.552 2.722
54 H -6.556 0.915 3.224
55 H -4.395 -2.163 1.211
56 C -1.107 1.058 -2.539
57 O 0.088 0.355 -2.143
58 H -0.909 1.628 -3.444
59 H -1.467 1.704 -1.742
60 H -1.868 0.311 -2.753
61 H 0.796 1.002 -2.061

***

[5]
Below is 2 unconnected molecules or ions with the total composition C6H11O3 at a distorted geometry, with properties calculated with ωB97M-V/def2-TZVPD.

Calculated values
F_max: 0.11019 Eh/bohr
2S+1: 4
Molar mass: 131.15 g/mol
HOMO energy (spin up / spin down): -8.16 / -9.47 eV

Geometry (Å):
1 O -0.047 0.712 -0.288
2 O -0.733 0.338 0.702
3 C 2.753 -1.475 0.884
4 C 3.794 -0.449 0.547
5 O 4.972 -0.741 0.568
6 C 3.337 1.001 0.181
7 C 2.847 1.727 1.423
8 C 4.579 1.771 -0.331
9 C 2.128 0.894 -0.703
10 H 1.720 -1.125 0.802
11 H 2.873 -2.340 0.220
12 H 2.937 -1.852 1.900
13 H 1.885 1.317 1.760
14 H 3.598 1.666 2.224
15 H 2.687 2.796 1.201
16 H 5.015 1.280 -1.208
17 H 4.329 2.814 -0.569
18 H 5.362 1.807 0.443
19 H 1.775 1.830 -1.149
20 H 2.078 -0.024 -1.291

***

[6]
Below is a molecular structure, C32H37IKN5O5STe, with properties calculated with ωB97M-V/def2-TZVPD.

Calculated values
F_max: 0.00547 Eh/bohr
Charge: -2
Molar mass: 897.35 g/mol
HOMO energy: -1.02 eV

Geometry (Å):
1 K -0.102 0.022 0.531
2 C 4.719 1.685 2.031
3 C 3.772 1.740 3.192
4 N 4.257 2.004 4.376
5 C 3.412 2.084 5.431
6 C 2.056 1.952 5.307
7 C 1.180 2.085 6.521
8 O 0.499 0.878 6.875
9 C 1.496 1.646 4.043
10 C 0.059 1.698 3.870
11 N -0.620 0.966 3.072
12 C -1.935 1.343 2.782
13 C -2.210 2.629 2.309
14 C -3.479 2.973 1.877
15 C -4.502 2.038 1.905
16 C -4.249 0.756 2.372
17 C -2.978 0.414 2.801
18 I -2.642 -1.512 3.528
19 C 2.360 1.480 2.912
20 O 1.990 1.210 1.738
21 H 5.681 2.099 2.327
22 H 4.314 2.227 1.176
23 H 4.870 0.654 1.700
24 H 3.865 2.273 6.399
25 H 0.445 2.888 6.380
26 H 1.794 2.352 7.381
27 H 0.255 0.427 6.059
28 H -0.470 2.461 4.461
29 H -1.388 3.327 2.213
30 H -3.654 3.964 1.478
31 H -5.490 2.292 1.543
32 H -5.035 0.012 2.389
33 N 0.786 -2.593 1.358
34 C 0.529 -3.814 0.586
35 C -0.962 -4.017 0.326
36 C -1.582 -2.922 -0.568
37 O -1.693 -3.180 -1.785
38 O -1.906 -1.856 0.018
39 H 1.729 -2.579 1.728
40 H 0.145 -2.532 2.142
41 H 0.915 -4.711 1.093
42 H 1.054 -3.734 -0.371
43 H -1.491 -4.033 1.285
44 H -1.095 -4.983 -0.166
45 Te 1.115 3.875 -3.207
46 C 2.529 4.635 -4.585
47 C 3.835 4.126 -4.643
48 C 4.773 4.618 -5.540
49 C 4.444 5.643 -6.420
50 C 3.155 6.163 -6.381
51 C 2.220 5.667 -5.482
52 H 4.109 3.326 -3.966
53 H 5.772 4.196 -5.552
54 H 5.176 6.029 -7.121
55 H 2.873 6.964 -7.058
56 H 1.220 6.085 -5.465
57 O -1.558 1.784 -1.000
58 S -1.625 1.008 -2.284
59 C -2.383 2.121 -3.496
60 C -3.872 2.107 -3.194
61 C -4.221 0.625 -3.064
62 C -3.154 0.003 -2.164
63 H -2.162 1.707 -4.484
64 H -1.864 3.075 -3.401
65 H -4.452 2.610 -3.971
66 H -4.052 2.622 -2.247
67 H -4.193 0.162 -4.055
68 H -5.222 0.462 -2.657
69 H -2.909 -1.041 -2.363
70 H -3.396 0.075 -1.104
71 N 3.389 -0.347 -0.503
72 C 2.768 -1.241 -1.343
73 C 3.439 -2.401 -1.761
74 C 2.799 -3.261 -2.629
75 C 1.518 -2.958 -3.070
76 C 0.942 -1.785 -2.609
77 N 1.537 -0.942 -1.769
78 H 4.030 -0.737 0.165
79 H 2.819 0.391 -0.107
80 H 4.445 -2.597 -1.410
81 H 3.296 -4.167 -2.956
82 H 0.958 -3.618 -3.717
83 H -0.066 -1.524 -2.904

***

[7]
Below is a molecular structure, C24H43BrP2Pb at a distorted geometry, with properties calculated with ωB97M-V/def2-TZVPD.

Calculated values
F_max: 0.07006 Eh/bohr
Charge: +2
Molar mass: 680.66 g/mol
HOMO energy (spin up / spin down): -13.17 / -13.17 eV

Geometry (Å):
1 Pb -0.959 -0.439 -1.066
2 C -0.720 -2.221 3.264
3 C 0.641 -2.367 2.872
4 C 0.528 -0.706 4.463
5 C -0.787 -1.199 4.246
6 C 1.409 -1.429 3.614
7 C -1.867 -3.019 2.786
8 H -1.597 -3.615 1.906
9 H -2.706 -2.362 2.519
10 H -2.218 -3.712 3.567
11 C -1.994 -0.740 4.957
12 H -2.892 -1.177 4.508
13 H -2.081 0.354 4.916
14 H -1.969 -1.035 6.018
15 C 0.891 0.337 5.439
16 H 0.793 -0.028 6.472
17 H 0.231 1.209 5.339
18 H 1.926 0.664 5.298
19 C 2.882 -1.290 3.570
20 H 3.372 -1.980 4.275
21 H 3.188 -0.274 3.842
22 H 3.268 -1.518 2.569
23 C 1.169 -3.375 1.933
24 H 1.447 -4.304 2.458
25 H 2.069 -3.004 1.424
26 H 0.421 -3.640 1.173
27 C -1.877 0.914 -2.483
28 C -2.310 -0.043 -3.588
29 C -1.216 -0.795 -4.402
30 C 0.095 -1.311 -3.776
31 C 0.619 -0.744 -2.457
32 C 1.093 0.702 -2.373
33 C 0.417 1.659 -3.397
34 C -1.013 2.056 -3.026
35 H -0.950 -0.159 -5.265
36 H 0.863 -1.194 -4.557
37 H -1.721 -1.656 -4.870
38 H -1.504 2.488 -3.917
39 H -2.705 1.382 -1.930
40 H -2.753 0.629 -4.371
41 H -0.976 2.876 -2.293
42 H 1.037 2.569 -3.437
43 H 2.167 0.650 -2.660
44 H 0.469 1.215 -4.404
45 H -0.002 -2.403 -3.631
46 H 1.328 -1.417 -1.950
47 P -4.122 -0.956 -3.646
48 P 3.348 2.648 0.372
49 C 1.166 1.330 -0.937
50 C 1.946 2.669 -0.842
51 H 1.582 0.606 -0.219
52 H 0.154 1.593 -0.564
53 H 2.350 2.939 -1.827
54 H 1.245 3.444 -0.487
55 C 3.058 4.194 1.334
56 H 3.449 3.992 2.340
57 H 1.985 4.398 1.419
58 H 3.586 5.058 0.918
59 C 4.737 3.164 -0.723
60 H 4.894 4.246 -0.741
61 H 4.568 2.780 -1.735
62 H 5.627 2.677 -0.308
63 C -4.773 -0.274 -2.054
64 H -5.530 -0.976 -1.676
65 H -5.288 0.659 -2.321
66 H -4.042 -0.082 -1.261
67 C -3.545 -2.625 -3.062
68 H -2.577 -2.662 -2.542
69 H -3.479 -3.257 -3.961
70 H -4.317 -3.067 -2.407
71 Br -1.524 0.953 1.358

***

[8]
Below is a molecular structure, C16H19ClFNO3 at a distorted geometry, with properties calculated with ωB97M-V/def2-TZVPD.

Calculated values
F_max: 0.35230 Eh/bohr
Molar mass: 327.78 g/mol
HOMO energy: -8.59 eV

Geometry (Å):
1 O -0.558 -1.960 -1.558
2 C -0.084 -0.834 -1.553
3 O 1.184 -0.371 -1.864
4 H 1.605 -1.277 -2.096
5 C -1.069 0.186 -1.340
6 H -2.011 0.241 -1.802
7 H -0.617 1.145 -1.228
8 C -1.624 0.415 0.150
9 C -2.743 1.504 0.302
10 C -3.954 1.075 -0.323
11 C -4.582 -0.027 0.183
12 C -3.572 -1.214 -0.125
13 C -2.168 -1.130 0.613
14 H -1.432 -1.652 0.639
15 H -2.430 -0.892 1.664
16 H -3.914 -2.293 0.484
17 H -3.214 -1.611 -1.030
18 H -4.820 -0.209 1.305
19 H -5.326 -0.376 -0.449
20 H -4.759 1.950 0.002
21 H -3.888 1.084 -1.485
22 H -3.025 1.717 1.614
23 H -2.316 2.541 0.062
24 C -0.502 0.856 1.380
25 C 0.793 0.111 0.803
26 O 0.892 -1.225 1.257
27 N 1.907 0.467 0.642
28 C 3.203 0.347 0.315
29 C 3.468 -1.181 0.609
30 C 4.872 -1.559 0.246
31 C 5.791 -0.513 -0.346
32 C 5.374 0.675 -0.574
33 C 4.151 1.135 -0.111
34 Cl 3.659 2.636 -0.361
35 H 6.081 1.360 -0.808
36 H 6.818 -0.753 -0.497
37 F 5.214 -2.804 0.151
38 H 2.840 -1.852 1.130
39 H 1.764 1.684 0.469
40 H -0.311 1.984 1.130
41 H -0.695 0.621 2.400